[1]
144
Properties=species:S:1:pos:R:3:forces:R:3 method="wB97M-V/def2-TZVPD" molar_mass_da=1147.38 orbital_gap_ev=6.2 e_tot_ev=-134243.6513 homo_energy_ev=-9.89 charge=+1
Hf -1.3585 -0.3238 -0.8091 2.086 3.604 2.862
Cl -3.0640 -1.2438 1.1052 1.104 0.480 -1.756
Cl 1.0098 -0.5896 0.5263 -2.047 0.296 -1.038
C 1.8742 1.9504 -2.4856 -0.305 -0.569 0.432
C 0.4112 2.3902 -2.6566 0.785 -0.343 0.706
C 0.2004 2.8330 -4.0983 -1.253 0.169 -0.295
O -0.5148 1.4557 -2.1337 -1.543 -3.060 0.960
H 2.0589 1.5586 -1.4853 -0.166 0.141 0.222
H 2.5802 2.7621 -2.6610 -0.072 0.014 -0.202
H 2.0969 1.1030 -3.1341 0.117 0.111 -0.353
H 0.2760 3.2655 -2.0212 0.064 0.439 -0.052
H 0.8915 3.6212 -4.3968 0.218 -0.134 0.178
H -0.7936 3.2609 -4.2290 -0.175 0.205 0.220
H 0.2043 2.0601 -4.8670 0.483 -0.447 0.229
O -0.9642 -2.6851 -0.7811 -1.450 2.392 -0.735
P -0.7790 -4.1548 -0.6850 0.616 -5.267 2.355
N 0.4504 -4.7685 -1.7315 -1.498 -0.597 1.475
C 1.8897 -4.5608 -1.4524 -0.788 1.492 0.065
C 0.1683 -4.7729 -3.1671 0.225 0.217 0.249
N -2.1859 -5.2141 -0.8335 0.389 2.626 -1.348
C -3.5585 -4.6473 -0.9552 0.644 -0.177 -0.192
C -2.0777 -6.6900 -0.9104 0.830 1.441 -0.123
N -0.3155 -4.6546 0.9139 1.303 0.090 -0.328
C -0.8852 -4.1575 2.2172 -0.183 0.440 -1.667
C 0.2581 -5.9961 1.1809 -0.641 -0.496 -0.748
H 2.1924 -4.7152 -0.4167 -0.263 -0.615 -0.142
H 2.0369 -3.4932 -1.6157 0.713 -0.010 -0.151
H 2.4411 -5.1318 -2.1994 0.161 -0.075 0.437
H -0.6859 -5.3996 -3.4234 -0.192 0.338 0.068
H 1.0241 -5.1670 -3.7151 0.048 -0.225 0.238
H 0.0888 -3.7402 -3.5066 -0.550 0.050 -0.378
H -4.0526 -4.5406 0.0105 -0.006 -0.182 0.077
H -3.5839 -3.6624 -1.4214 0.398 0.118 0.079
H -4.1568 -5.2725 -1.6180 -0.020 -0.232 0.123
H -2.4362 -7.1144 0.0273 -0.151 -0.337 -0.277
H -2.5751 -7.0400 -1.8150 -0.383 -0.184 0.263
H -1.0214 -6.9167 -1.0547 -0.078 -0.224 0.195
H -1.9587 -4.3454 2.2382 -0.185 0.198 0.053
H -0.4623 -4.7099 3.0564 0.326 0.158 -0.257
H -0.6748 -3.0903 2.2875 -0.186 -0.030 0.275
H 0.5710 -6.5568 0.3000 0.656 0.676 -0.203
H -0.4899 -6.7057 1.5345 -0.533 0.239 0.494
H 1.0264 -5.9734 1.9538 0.217 0.264 -0.274
O -3.2676 1.0771 -1.1248 0.372 -0.706 -1.157
P -4.5775 1.6829 -1.5600 -3.795 2.174 -0.192
N -4.8037 1.9298 -3.2667 0.380 -1.591 3.430
C -3.6339 2.2022 -4.0245 0.900 -0.391 -0.249
C -6.0454 2.1836 -3.9477 0.516 0.000 -0.731
N -4.8076 3.3018 -0.9672 -0.087 -1.875 1.290
C -3.6235 4.1683 -0.9946 -1.064 -0.806 -0.111
C -6.1041 4.0006 -1.1964 0.908 -1.033 -1.371
N -5.9981 0.8506 -1.0338 0.813 2.015 -1.590
C -6.6841 0.9715 0.2740 0.640 0.500 -0.421
C -6.1944 -0.4807 -1.5729 0.672 -0.846 0.763
H -3.3901 1.4121 -4.7347 -0.109 -0.293 -0.273
H -2.7890 2.2314 -3.3365 0.294 0.422 -0.254
H -3.7577 3.1054 -4.6221 0.217 0.344 0.225
H -5.9611 3.1871 -4.3648 -0.409 0.306 0.022
H -6.9603 2.0941 -3.3619 0.320 -0.273 -0.003
H -5.9892 1.5244 -4.8140 -0.891 -0.216 -0.159
H -3.8893 5.0113 -0.3568 0.542 0.198 -0.065
H -2.7838 3.5881 -0.6121 0.127 0.293 -0.049
H -3.4699 4.4682 -2.0312 0.467 0.491 -0.013
H -6.2252 4.9513 -0.6772 0.363 -0.303 0.457
H -6.1176 4.2302 -2.2618 -0.372 0.376 -0.206
H -6.9419 3.3248 -1.0241 0.092 0.200 0.225
H -6.0985 0.3977 0.9923 -0.328 0.144 0.454
H -6.8599 2.0072 0.5650 0.775 0.032 0.143
H -7.7127 0.6161 0.2132 0.181 -0.584 -0.330
H -5.8005 -0.7275 -2.5587 -0.073 0.785 -0.230
H -7.2515 -0.7417 -1.5213 0.098 -0.072 -0.086
H -5.6028 -1.0929 -0.8922 -0.365 -0.943 0.063
O 6.3758 -0.6759 3.0708 -0.541 1.132 -2.612
P 6.2270 -0.0574 1.6852 -0.342 0.513 0.286
N 5.6285 -1.1144 0.5310 0.859 -1.503 0.491
C 5.6584 -2.5502 0.9195 0.158 0.778 -0.281
C 5.0518 -0.7548 -0.7657 -0.469 0.819 0.549
N 7.6159 0.6133 0.9752 -1.562 -0.073 0.321
C 8.6035 -0.1505 0.1948 -0.463 0.506 0.252
C 8.1393 1.7776 1.7167 0.736 -1.453 0.291
N 5.1227 1.2938 1.6710 2.823 -1.716 -0.281
C 4.0532 1.2553 2.5891 -1.419 -0.343 0.396
C 4.8004 2.0562 0.4735 0.446 0.317 0.926
H 4.6884 -2.8381 1.3248 -0.014 -0.377 -0.112
H 6.4199 -2.7114 1.6826 -0.198 0.085 0.069
H 5.9547 -3.1485 0.0578 -0.288 -0.097 -0.081
H 5.6417 0.0219 -1.2524 0.041 0.056 0.021
H 4.0461 -0.3708 -0.5952 -0.174 0.227 -0.169
H 4.8883 -1.5315 -1.5127 0.592 -0.646 0.512
H 9.3642 -0.5702 0.8531 0.305 0.103 -0.141
H 8.2037 -0.9621 -0.4131 -0.556 -0.002 0.395
H 9.0025 0.5450 -0.5436 0.522 0.031 0.178
H 8.7628 2.3736 1.0502 -0.524 0.520 0.015
H 7.3420 2.2424 2.2967 0.008 0.509 -0.699
H 8.8127 1.4172 2.4943 0.354 -0.088 0.150
H 3.1556 0.8477 2.1240 -0.539 0.062 -0.437
H 4.1634 0.5764 3.4347 0.790 0.429 0.158
H 3.8078 2.2755 2.8842 0.028 0.031 0.492
H 5.6303 2.1710 -0.2237 -0.037 -0.593 -0.005
H 4.6532 3.0718 0.8408 -0.583 0.290 -0.223
H 3.8984 1.6322 0.0321 -0.048 0.382 -0.410
O -1.5462 1.4762 0.8005 0.905 -0.477 0.913
P -1.1183 2.3088 2.0174 -0.306 1.255 0.661
N -0.0222 3.5832 1.6697 -0.574 -1.019 0.854
C 1.4587 3.4207 1.6571 -0.812 -0.021 -0.884
C -0.5003 4.6380 0.7560 0.349 -0.063 0.475
N -0.4774 1.4621 3.3809 0.372 0.753 -1.771
C -1.1752 0.2501 3.7538 -0.439 -0.541 -0.209
C 0.0203 2.1588 4.5618 0.306 0.561 -0.254
N -2.5166 3.1478 2.5683 0.044 -0.845 -1.740
C -2.5333 4.1295 3.6330 1.209 -0.378 0.228
C -3.9025 2.7692 2.2531 0.438 -1.912 0.601
H 1.9000 4.3952 1.4480 -0.059 0.262 0.788
H 1.7847 2.8838 0.7663 -0.091 -0.664 0.027
H 1.8451 2.9356 2.5534 -0.146 0.245 -0.194
H -0.1230 5.6188 1.0456 0.283 -0.034 0.385
H -1.5841 4.7405 0.8105 0.133 -0.357 -0.325
H -0.0929 4.4653 -0.2401 -0.496 -0.131 -0.296
H -2.2449 0.4272 3.8654 -0.303 -0.093 -0.068
H -1.0170 -0.5438 3.0238 -0.081 0.042 -0.005
H -0.8351 -0.0953 4.7301 0.238 0.039 -0.105
H -0.8009 2.4474 5.2179 0.056 0.166 0.154
H 0.6987 1.5224 5.1301 -0.112 -0.307 -0.108
H 0.6269 3.0239 4.2942 -0.339 0.176 -0.036
H -1.6150 4.7156 3.5971 -0.198 0.436 -0.081
H -3.4451 4.7196 3.5402 0.304 0.217 0.102
H -2.4979 3.6205 4.5961 -0.446 0.137 0.283
H -3.9924 1.7476 1.8841 0.542 0.110 -1.096
H -4.4724 3.4599 1.6316 0.179 0.097 0.168
H -4.3788 2.5124 3.1993 -0.471 0.976 0.389
C 2.5065 -2.0433 3.7561 0.920 0.038 -0.456
N 2.3673 -3.3270 4.4828 -1.383 -2.174 1.681
O 1.4368 -3.5502 5.2695 0.351 1.491 -1.037
O 3.2014 -4.1966 4.3031 0.363 0.968 -0.830
H 1.7809 -1.2566 3.9625 -0.062 -0.548 0.470
H 2.4996 -2.2645 2.6887 -0.135 -0.161 0.061
H 3.5336 -1.7711 3.9988 -0.057 0.435 -0.059
C 0.8604 -1.3025 -4.9976 1.284 0.860 1.000
N 1.3719 -1.4916 -3.5933 -0.588 -2.765 0.124
O 2.3845 -2.1945 -3.4924 -1.089 1.887 0.078
O 0.6175 -1.2167 -2.6741 0.480 0.171 0.156
H 1.7304 -0.7605 -5.3683 -0.374 -0.140 -1.055
H -0.0329 -0.6786 -4.9680 0.113 -0.319 -0.062
H 0.7709 -2.3242 -5.3666 -0.109 0.381 -0.294



[2]
65
Properties=species:S:1:pos:R:3:forces:R:3 method="wB97M-V/def2-TZVPD" molar_mass_da=491.55 orbital_gap_ev=8.6 e_tot_ev=-45121.8872 homo_energy_ev=-8.30 e_above_lowest_kj_mol=279.6 smiles="CCOC(=O)c1ccc(NC(=O)C2=C(C)Nc3nc(CCCO)nn3[C@@H]2c2ccc(OC)cc2)cc1" charge=0
C -8.5647 -0.0836 0.1320 0.393 -0.024 -0.140
C -7.4935 -0.4757 -0.8761 -0.487 -0.342 0.019
H -7.3798 -1.5648 -0.9006 -0.018 0.192 -0.088
H -7.7365 -0.1034 -1.8737 0.065 -0.072 0.108
O -6.2354 0.1139 -0.5565 0.207 0.255 -0.007
C -5.4846 -0.5182 0.3553 -0.031 -0.235 0.094
O -5.8114 -1.5536 0.8903 -0.063 0.086 -0.039
C -4.2036 0.1706 0.6132 0.205 0.107 0.042
C -3.7388 1.2084 -0.1913 -0.126 -0.254 0.183
C -2.5031 1.7744 0.0380 0.156 0.162 -0.088
C -1.7010 1.3015 1.0756 -0.426 -0.071 -0.104
C -2.1870 0.2953 1.9140 -0.013 0.198 -0.004
C -3.4209 -0.2657 1.6816 -0.175 0.037 -0.142
H -3.7968 -1.0584 2.3112 -0.012 -0.069 0.042
H -1.5763 -0.0588 2.7323 0.077 -0.053 0.083
N -0.3919 1.7241 1.2659 0.247 0.263 0.489
C 0.3597 2.5037 0.4055 0.035 0.169 0.235
O -0.1242 3.4217 -0.2256 -0.146 -0.005 -0.189
C 1.7732 2.0892 0.2984 0.478 -0.150 -0.134
C 2.7246 2.9395 -0.1598 -0.270 0.027 0.276
N 4.0002 2.4980 -0.4292 0.061 0.294 -0.068
C 4.2611 1.1620 -0.4613 0.006 -0.843 0.137
N 5.3416 0.5362 -0.8768 0.219 0.631 -0.113
C 5.0350 -0.7695 -0.6712 -0.413 0.285 -0.021
N 3.8366 -0.9550 -0.1579 -0.075 -0.791 0.021
N 3.3399 0.2885 -0.0263 0.674 0.805 -0.309
C 2.0523 0.6077 0.5399 -0.358 -0.215 0.167
C 0.9703 -0.2545 -0.0811 0.059 -0.326 0.105
C 0.3938 -1.2969 0.6257 0.237 0.250 -0.202
C -0.6846 -1.9979 0.1153 -0.264 -0.247 -0.200
C -1.2032 -1.6608 -1.1301 0.161 0.085 0.074
C -0.5799 -0.6543 -1.8726 -0.124 -0.133 -0.003
C 0.4914 0.0367 -1.3548 0.006 -0.127 0.102
H 0.9462 0.8286 -1.9320 0.024 0.119 -0.076
H -0.9726 -0.4204 -2.8489 -0.068 0.037 -0.134
O -2.2875 -2.2352 -1.7052 0.165 0.194 -0.201
C -3.0152 -3.1958 -0.9731 -0.114 -0.157 0.130
H -2.4039 -4.0742 -0.7443 -0.007 0.027 -0.001
H -3.4179 -2.7739 -0.0477 0.020 -0.007 -0.005
H -3.8397 -3.4925 -1.6189 0.033 -0.012 0.083
H -1.1217 -2.7878 0.7040 -0.095 -0.085 0.042
H 0.7797 -1.5634 1.5997 0.050 -0.006 0.146
H 2.1092 0.3836 1.6219 -0.079 -0.008 -0.190
C 5.9631 -1.8919 -0.9569 0.120 -0.115 0.181
H 5.3719 -2.7549 -1.2679 0.067 0.035 -0.057
H 6.6285 -1.6007 -1.7692 -0.093 -0.061 -0.054
C 6.8001 -2.2685 0.2767 -0.291 -0.121 0.175
H 7.3126 -3.2078 0.0657 0.077 0.006 0.002
H 7.5497 -1.4982 0.4633 0.088 0.004 0.003
C 5.9490 -2.4243 1.5464 0.422 0.256 0.012
O 4.8215 -3.2405 1.3778 -0.290 -0.321 -0.246
H 4.2135 -2.7773 0.7809 -0.057 0.012 0.199
H 6.5504 -2.8944 2.3294 -0.021 0.134 -0.036
H 5.6482 -1.4271 1.9021 0.070 -0.088 0.014
H 4.6922 3.1262 -0.8050 -0.073 -0.055 0.015
C 2.5284 4.3990 -0.3983 -0.127 0.073 -0.003
H 2.3916 4.5796 -1.4641 -0.016 0.046 -0.062
H 1.6439 4.7654 0.1102 0.068 0.038 -0.031
H 3.4048 4.9519 -0.0634 0.100 0.012 0.016
H 0.1177 1.1648 1.9345 0.010 0.046 -0.206
H -2.1373 2.5657 -0.5949 -0.015 0.030 -0.014
H -4.3477 1.5548 -1.0110 -0.029 0.053 -0.071
H -8.6442 0.9991 0.1940 -0.061 0.085 0.001
H -8.3097 -0.4761 1.1133 -0.035 -0.028 0.065
H -9.5224 -0.4947 -0.1742 -0.127 -0.031 -0.019